# 1
C36H24CoF3NO2S4SbTe | ωB97M-V/def2-TZVPD

Last column: Löwdin spin population.
Geometry (Å):
H  0.274064  -1.836003  2.360619  0.00
H  -4.780455  0.116338  -5.643710  0.00
C  -1.055225  -2.716131  -0.552161  0.00
H  1.302845  6.853070  0.920122  0.00
C  0.296463  3.786317  1.840910  0.00
C  2.371487  5.057561  0.435487  0.00
C  3.736823  1.127688  -2.240220  0.01
C  -1.027410  -0.485651  0.464375  0.03
C  -1.457412  0.570247  4.834868  0.00
H  -1.635866  -2.110784  -3.793860  0.00
H  -0.457317  3.288672  2.393816  0.00
C  -0.721280  -1.866427  0.468800  0.00
C  -2.677887  -2.094450  -4.127971  0.02
C  0.349252  -3.816001  1.577151  0.00
H  -3.162562  -4.226109  -3.851166  0.00
S  -1.933165  2.034728  -0.232670  0.09
C  1.272226  3.011377  1.151556  0.01
C  -1.050669  0.460524  3.483690  0.01
C  3.324653  -1.259896  -2.142353  0.01
H  -1.020823  0.777859  6.866130  0.00
S  -7.032101  1.552943  -0.754293  0.06
F  5.308784  0.530196  0.548218  0.00
S  -4.767309  -0.413480  -1.014753  0.05
H  0.921122  -4.323195  2.443462  0.00
Te  -2.196932  1.031884  -4.030487  0.45
C  2.581910  1.385110  -1.470516  0.03
H  1.391249  1.532416  6.334829  0.00
H  3.270918  3.106143  0.303446  0.00
C  -5.333042  -1.894897  -5.237919  0.00
C  -0.586018  0.716790  5.896746  0.00
Co  -2.982117  0.815890  -1.592240  2.25
H  2.168415  1.423508  4.106889  0.00
H  4.757665  -0.301262  -3.455035  0.00
C  -5.547483  1.122457  -1.397031  0.03
C  -4.473653  -0.794160  -5.158302  0.02
C  4.082665  -0.120070  -2.666274  -0.01
S  -4.570274  2.204935  -2.387558  0.26
H  -1.842309  0.162282  2.788281  0.00
C  3.524017  -0.018257  1.948009  0.02
C  -3.488181  -3.226138  -4.245388  0.00
C  0.398115  5.154526  1.739593  0.00
H  3.494835  -2.322037  -2.450704  0.00
H  -0.722922  -4.566706  -1.526341  0.00
H  4.397332  1.975346  -2.442135  0.00
H  -6.338565  -1.792995  -5.592271  0.00
C  1.127294  1.171369  4.253268  0.02
C  -4.789478  -3.124511  -4.776257  0.02
H  -0.233614  5.859535  2.257843  0.00
H  2.037784  2.405028  -1.515054  0.01
C  0.707776  1.160940  5.580293  0.01
C  0.310871  0.884799  3.203186  0.13
H  -2.515773  0.367079  5.110020  0.00
C  1.384167  5.795073  0.992962  0.00
H  3.240386  5.524671  0.000166  0.00
C  -3.170774  -0.836187  -4.530792  0.03
C  -0.637858  -4.033466  -0.639049  0.00
H  1.835840  -1.936221  -0.862570  0.00
Sb  1.101368  0.859565  1.085557  0.14
C  2.256814  -1.034129  -1.354575  0.02
C  0.020288  -2.479626  1.511493  0.00
C  5.056723  -0.104376  1.736964  0.00
N  0.665478  -7.040172  0.470282  0.00
H  -5.357369  -4.038619  -4.857353  0.00
F  5.517138  -1.411028  1.657914  0.00
O  2.769894  -1.035956  1.909822  0.04
C  2.360337  3.673137  0.601342  0.00
C  -1.782575  0.373738  -0.103106  -0.07
C  0.051684  -4.550375  0.474103  0.00
H  -1.755211  -2.296637  -1.306143  0.00
F  5.939229  0.615795  2.615932  0.00
C  0.430369  -5.887767  0.455068  0.00
C  1.933140  0.301270  -0.939597  0.26
O  3.132206  1.202912  2.066645  0.02

Cartesian forces (eV/Å) of the 6 atoms listed first:
0.027 -0.239 -0.277
-0.151 0.456 0.353
-1.652 -0.273 -2.300
0.301 0.745 -0.145
1.493 -0.233 -1.481
1.218 -0.698 0.138

The calculation puts the frontier orbital gap (alpha / beta) at 0.18085 / 0.19304 hartree. As for the expectation value of S²: 6.186. As for the charge: -2. Its strongest force on any atom is 4.7 eV Å⁻¹. The spin multiplicity is 5. For the energy above the lowest of the compared OMol25 structures with the same formula, charge and spin, the calculation gives 1.616 eV. The value obtained for the HOMO energy (alpha / beta) is -1.0 / -2.0 eV.

=====

# 2
H10MgO13S2 | ωB97M-V/def2-TZVPD

Last column: Mulliken charge in e.
Geometry (Å):
O  0.799138  -3.663949  2.237459  -0.75
O  2.012593  -0.492803  -3.820511  -0.66
O  0.609404  1.962748  -1.399623  -0.59
O  0.126399  1.272187  2.493837  -0.53
H  -1.513184  -2.330332  2.532236  0.33
O  2.479231  3.527997  -1.116712  -0.74
H  -2.636629  -1.436418  3.012487  0.25
H  0.114500  0.694262  3.256785  0.30
O  1.103175  3.716284  -3.047234  -0.73
H  -3.598730  1.559623  0.506527  0.26
H  -2.042708  -2.616016  -1.326298  0.27
S  1.136576  3.342314  -1.650801  0.98
O  -1.791351  -1.724282  -1.566851  -0.51
S  1.788362  -2.883539  1.547124  1.02
O  2.433956  -2.031650  2.514264  -0.75
H  2.788963  0.039577  -3.993878  0.31
H  0.521896  2.083221  2.813266  0.25
Mg  -0.757998  -0.008548  0.199793  1.78
O  0.282012  4.248265  -0.891816  -0.82
O  1.270247  -1.923852  0.579609  -0.66
O  -2.803398  1.544381  -0.025881  -0.55
O  2.771256  -3.787534  0.870739  -0.77
H  -2.829131  2.364218  -0.519264  0.30
H  -1.923685  -1.684884  -2.514043  0.26
O  -2.043989  -1.576805  2.274056  -0.59
H  1.703099  -0.194464  -2.965268  0.33

Cartesian forces (eV/Å) of the 6 atoms listed first:
-3.423 -1.553 0.630
-0.079 -0.494 -0.472
-0.914 -3.046 0.159
-0.823 -0.401 -0.365
1.083 -0.624 -0.145
1.404 -1.119 0.168

The calculation puts the frontier orbital gap at 0.13747 hartree. As for the charge: -2. Its strongest force on any atom is 5.8 eV Å⁻¹. The spin multiplicity is 1. For the energy above the lowest of the compared OMol25 structures with the same formula, charge and spin, the calculation gives 6.839 eV. The value obtained for the HOMO energy is -0.9 eV.

=====

Number 1: calculated total energy -5374.68898 hartree. Number 2: calculated total energy -1980.59272 hartree.